No. 1
DFT (wB97M-V/def2-TZVPD) results for a 4-piece molecular cluster, C4H14O3 overall at a distorted geometry.

* E_HOMO: -9.63 eV
* total charge: 0
* F_max: 0.0611 Eh/bohr
* structure (SMILES): C/C=C/C.O.O.O
* energy relative to the best compared isomer or geometry (same formula, charge and spin): 50.24 kcal/mol
* DFT total energy: -386.446707 Eh
* spin multiplicity: 1
* Kohn-Sham gap: 10.2495 eV

Cartesian coordinates (Å):
C 2.46 -0.95 -0.09
C 1.56 -0.71 1.05
C 1.07 0.52 1.35
C 0.20 0.64 2.66
H 3.52 -0.68 0.13
H 1.98 -0.53 -1.00
H 2.44 -1.93 -0.46
H 1.32 -1.55 1.66
H 1.48 1.31 0.69
H -0.69 -0.01 2.52
H 0.65 0.29 3.55
H -0.10 1.67 2.85
O -0.06 -0.50 -2.83
H 0.42 -0.44 -1.93
H 0.71 -0.68 -3.44
O -4.77 0.21 -1.95
H -3.95 -0.13 -1.54
H -5.25 0.25 -1.06
O -1.36 0.93 -0.58
H -1.15 1.17 -1.53
H -0.48 1.13 -0.05

No. 2
DFT (wB97M-V/def2-TZVPD) results for one molecule with the formula C4H7NO at a distorted geometry.

* E_HOMO: -9.14 eV
* total charge: 0
* F_max: 0.0254 Eh/bohr
* structure (SMILES): C[C@H]1NCC1=O
* energy relative to the best compared isomer or geometry (same formula, charge and spin): 56.41 kcal/mol
* DFT total energy: -286.541750 Eh
* spin multiplicity: 1
* Kohn-Sham gap: 10.0914 eV

Cartesian coordinates (Å):
C -1.52 0.00 -0.24
C -0.36 -0.28 0.71
N 0.60 -1.18 0.03
C 1.36 -0.02 -0.48
C 0.40 0.94 0.22
O 0.29 2.13 0.37
H -1.88 -0.86 -0.80
H -1.04 0.66 -1.01
H -2.29 0.59 0.26
H -0.52 -0.40 1.78
H 1.15 -1.75 0.67
H 1.51 -0.01 -1.56
H 2.31 0.17 0.04

No. 3
DFT (wB97M-V/def2-TZVPD) results for a 2-piece molecular cluster, C2H3NOS2 overall at a distorted geometry.

* E_HOMO: -9.01 eV
* total charge: 0
* F_max: 0.1219 Eh/bohr
* structure (SMILES): C#[N+][S-].O=CS
* energy relative to the best compared isomer or geometry (same formula, charge and spin): 74.73 kcal/mol
* DFT total energy: -1004.268452 Eh
* spin multiplicity: 1
* Kohn-Sham gap: 9.3309 eV

Cartesian coordinates (Å):
C 1.79 -1.42 0.06
N 2.00 -0.28 -0.15
S 2.44 1.15 -0.21
H 1.84 -2.46 0.33
O -2.99 -0.14 -0.61
C -1.96 0.39 -0.45
S -1.33 0.55 1.11
H -1.34 0.70 -1.21
H -0.44 1.51 1.13

No. 4
DFT (wB97M-V/def2-TZVPD) results for one molecule with the formula C5H8N2 at a distorted geometry.

* E_HOMO (spin up / spin down): -8.27 / -7.97 eV
* total charge: 0
* F_max: 0.0288 Eh/bohr
* energy relative to the best compared isomer or geometry (same formula, charge and spin): 105.49 kcal/mol
* DFT total energy: -304.667384 Eh
* spin multiplicity: 1
* Kohn-Sham gap (spin up / spin down): 7.8817 / 7.9495 eV

Cartesian coordinates (Å):
N -1.78 0.84 -1.13
C -0.43 0.53 -0.74
C 0.18 1.32 0.46
N 0.22 2.26 1.14
C -0.31 -0.91 -0.44
C 0.47 -1.38 0.73
C 1.53 -0.38 0.79
H -1.88 1.76 -1.54
H -2.40 0.76 -0.33
H 0.24 0.88 -1.54
H -0.69 -1.60 -1.20
H -0.12 -1.51 1.65
H 0.90 -2.35 0.46
H 2.26 -0.38 -0.01
H 1.80 0.15 1.70

No. 5
DFT (wB97M-V/def2-TZVPD) results for an isolated ion of composition C4H5FNO2 and charge -1 at a distorted geometry.

* E_HOMO: -3.60 eV
* total charge: -1
* F_max: 0.0934 Eh/bohr
* structure (SMILES): C/C(=C/F)NC(=O)[O-]
* energy relative to the best compared isomer or geometry (same formula, charge and spin): 8.37 kcal/mol
* DFT total energy: -460.551951 Eh
* spin multiplicity: 1
* Kohn-Sham gap: 7.6960 eV

Cartesian coordinates (Å):
C -0.08 -0.86 0.09
C 0.12 0.65 0.02
C -0.96 1.45 -0.07
F -0.87 2.83 0.00
N 1.39 1.07 0.05
C 2.84 0.40 0.03
O 2.90 -0.77 0.00
O 3.65 1.30 -0.04
H -0.61 -1.34 0.96
H 0.87 -1.19 0.00
H -0.60 -1.32 -0.83
H -1.91 1.25 -0.37
H 1.63 2.00 -0.20

No. 6
DFT (wB97M-V/def2-TZVPD) results for one molecule with the formula CH3N5O3 at a distorted geometry.

* E_HOMO: -10.41 eV
* total charge: 0
* F_max: 0.0955 Eh/bohr
* structure (SMILES): N#CN(N)N(O)[N+](=O)[O-]
* energy relative to the best compared isomer or geometry (same formula, charge and spin): 43.11 kcal/mol
* DFT total energy: -539.110157 Eh
* spin multiplicity: 1
* Kohn-Sham gap: 9.9787 eV

Cartesian coordinates (Å):
N 2.58 -1.79 -0.15
C 1.78 -0.98 -0.21
N 0.86 -0.04 -0.20
N 0.97 1.37 -0.95
N -0.23 -0.24 0.51
O -0.55 0.49 1.66
N -1.42 -0.75 -0.19
O -1.21 -1.29 -1.22
O -2.42 -0.54 0.46
H 0.02 1.43 -1.19
H 1.09 1.97 -0.17
H -1.45 0.38 1.66

No. 7
DFT (wB97M-V/def2-TZVPD) results for C4H9N4S as an isolated structure at a distorted geometry.

* E_HOMO: -14.03 eV
* total charge: +1
* F_max: 0.1099 Eh/bohr
* energy relative to the best compared isomer or geometry (same formula, charge and spin): 64.78 kcal/mol
* DFT total energy: -774.710598 Eh
* spin multiplicity: 1
* Kohn-Sham gap: 10.0568 eV

Cartesian coordinates (Å):
C -1.16 -0.08 -0.01
C 0.81 -1.41 -0.29
C 0.79 0.68 1.30
C 0.28 -0.04 0.00
N -1.84 -1.29 -0.05
N -3.07 -1.11 0.03
N -1.92 0.99 -0.04
N 0.88 1.02 -0.97
S -3.48 0.53 0.00
H 1.79 -1.59 -0.23
H 0.65 -1.81 -1.35
H 0.37 -2.08 0.32
H 0.88 -0.06 2.20
H 0.17 1.39 1.67
H 1.86 1.10 1.20
H 0.28 1.19 -1.79
H 0.99 1.89 -0.49
H 1.73 0.69 -1.48

No. 8
DFT (wB97M-V/def2-TZVPD) results for a 5-piece molecular cluster, C10H30O5 overall at a distorted geometry.

* E_HOMO: -10.03 eV
* total charge: 0
* F_max: 0.0435 Eh/bohr
* structure (SMILES): CCO.CCO.CCO.CCO.CCO
* energy relative to the best compared isomer or geometry (same formula, charge and spin): 37.88 kcal/mol
* DFT total energy: -775.100166 Eh
* spin multiplicity: 1
* Kohn-Sham gap: 10.6332 eV

Cartesian coordinates (Å):
C 15.30 6.65 -19.45
C 15.31 5.47 -20.33
O 16.38 4.63 -20.00
H 15.23 6.38 -18.40
H 14.42 7.26 -19.68
H 16.25 7.18 -19.52
H 15.36 5.88 -21.34
H 14.37 4.94 -20.18
H 15.99 4.05 -19.34
C 18.63 -2.89 -15.10
C 19.94 -3.45 -14.80
O 19.90 -4.83 -14.45
H 18.77 -1.82 -15.28
H 18.02 -2.92 -14.20
H 18.11 -3.37 -15.93
H 20.50 -2.93 -14.03
H 20.60 -3.35 -15.67
H 19.80 -5.20 -15.33
C 16.37 -5.02 -19.81
C 16.00 -3.76 -19.02
O 17.17 -3.02 -18.80
H 16.89 -5.77 -19.22
H 17.17 -4.90 -20.55
H 15.50 -5.55 -20.20
H 15.39 -4.02 -18.16
H 15.27 -3.24 -19.65
H 17.00 -2.49 -18.02
C 16.55 1.69 -17.20
C 17.43 0.39 -17.36
O 16.80 -0.64 -16.70
H 16.28 2.08 -16.22
H 15.64 1.50 -17.78
H 17.03 2.54 -17.70
H 18.45 0.53 -17.02
H 17.45 0.02 -18.39
H 17.03 -0.53 -15.78
C 19.73 -1.74 -21.32
C 19.52 -0.81 -20.16
O 19.82 -1.49 -18.91
H 19.78 -1.09 -22.19
H 18.88 -2.36 -21.61
H 20.63 -2.36 -21.35
H 18.50 -0.46 -20.00
H 20.11 0.10 -20.25
H 19.10 -2.12 -18.94